147
Properties=species:S:1:pos:R:3:lowdin_charge:R:1 method="wB97M-V/def2-TZVPD" e_homo_ha=-0.3687 energy_ev=-174904.55106 homo_lumo_gap_ha=0.3602 spin_multiplicity=1
C 2.259 0.184 2.275 0.02
C 0.851 0.620 1.930 -0.30
O -0.155 0.156 2.508 0.08
N 0.714 1.906 1.061 0.15
H 0.124 2.566 1.547 0.11
H 1.578 2.395 0.874 0.10
C -0.076 1.463 -0.276 0.06
H 2.225 -0.823 2.692 0.10
H 2.656 0.771 3.103 0.10
H 2.801 0.262 1.333 0.07
H -0.969 0.922 0.036 0.07
H 0.522 0.840 -0.942 0.06
H -0.354 2.355 -0.839 0.08
C 4.475 5.209 -3.669 0.03
N 3.020 5.846 -3.679 -0.27
C 3.073 7.283 -3.137 0.02
C 2.463 5.994 -5.165 0.02
C 2.018 4.852 -2.948 -0.03
C 0.523 5.296 -2.549 -0.19
O -0.097 6.212 -3.406 -0.08
H 5.185 5.840 -4.204 0.09
H 4.526 4.288 -4.250 0.09
H 4.967 5.214 -2.697 0.11
H 3.887 7.775 -3.668 0.10
H 3.239 7.270 -2.060 0.12
H 2.179 7.833 -3.432 0.10
H 3.244 6.507 -5.726 0.09
H 1.545 6.575 -5.252 0.09
H 2.286 4.996 -5.567 0.10
H 2.615 4.739 -2.042 0.11
H 1.949 3.952 -3.559 0.12
H 0.672 5.652 -1.529 0.11
H -0.225 4.505 -2.506 0.12
H -1.020 6.388 -3.214 0.10
C -6.149 2.226 -1.739 0.03
N -5.118 1.371 -2.538 -0.28
C -3.644 1.966 -2.334 0.04
C -5.271 -0.104 -2.094 0.04
C -5.298 1.578 -4.077 -0.08
C -6.744 1.390 -4.538 -0.27
O -7.243 0.139 -4.214 -0.05
H -5.913 3.246 -2.040 0.10
H -6.081 2.167 -0.653 0.09
H -7.122 1.910 -2.116 0.09
H -3.022 1.429 -3.051 0.09
H -3.418 1.736 -1.293 0.08
H -3.754 3.023 -2.576 0.09
H -4.451 -0.629 -2.585 0.07
H -6.294 -0.478 -2.143 0.10
H -5.047 0.001 -1.033 0.10
H -4.665 0.783 -4.473 0.14
H -5.027 2.592 -4.371 0.13
H -6.999 1.560 -5.584 0.13
H -7.364 2.171 -4.098 0.11
H -7.578 -0.234 -5.032 0.10
C 7.255 -3.393 -1.684 0.01
N 7.551 -3.262 -0.184 -0.32
C 7.282 -4.660 0.451 0.04
C 8.996 -2.864 0.034 0.02
C 6.526 -2.273 0.448 -0.08
C 5.102 -2.283 0.021 -0.19
O 4.446 -3.347 0.784 -0.06
H 7.552 -2.506 -2.243 0.11
H 6.201 -3.603 -1.868 0.09
H 7.891 -4.161 -2.124 0.10
H 7.173 -4.511 1.525 0.12
H 7.995 -5.390 0.066 0.10
H 6.294 -4.827 0.021 0.09
H 9.648 -3.735 -0.033 0.10
H 8.949 -2.482 1.054 0.11
H 9.244 -2.044 -0.641 0.11
H 6.897 -1.281 0.190 0.14
H 6.717 -2.304 1.520 0.13
H 4.967 -2.519 -1.035 0.11
H 4.623 -1.313 0.156 0.11
H 3.697 -3.664 0.275 0.08
C -6.104 -7.118 3.102 -0.12
C -6.538 -5.658 2.780 -0.21
C -5.532 -4.624 3.501 -0.13
C -4.016 -4.865 2.986 -0.07
N -3.209 -3.543 3.092 -0.20
C -3.288 -2.962 4.495 -0.08
C -4.269 -1.729 4.425 -0.13
C -3.863 -1.054 3.109 -0.13
C -3.682 -2.318 2.227 -0.06
C -1.736 -3.799 2.670 -0.12
C -1.590 -4.404 1.245 -0.20
C -0.147 -4.192 0.609 -0.06
H -6.681 -7.793 2.471 0.07
H -6.084 -7.547 4.104 0.07
H -5.053 -7.274 2.858 0.05
H -7.545 -5.570 3.188 0.10
H -6.555 -5.474 1.706 0.10
H -5.632 -4.637 4.586 0.11
H -5.922 -3.679 3.123 0.08
H -3.897 -5.113 1.931 0.11
H -3.367 -5.612 3.444 0.13
H -2.291 -2.630 4.787 0.13
H -3.524 -3.734 5.228 0.12
H -4.281 -1.060 5.285 0.12
H -5.343 -1.889 4.324 0.10
H -2.907 -0.539 3.209 0.10
H -4.559 -0.420 2.560 0.11
H -3.085 -2.207 1.322 0.12
H -4.685 -2.659 1.973 0.11
H -1.147 -4.407 3.357 0.13
H -1.281 -2.840 2.920 0.12
H -2.361 -3.928 0.639 0.08
H -1.789 -5.473 1.329 0.10
H 0.184 -3.155 0.557 0.07
H -0.207 -4.718 -0.344 0.07
H 0.634 -4.716 1.161 0.06
P 3.472 1.023 -2.004 0.22
F 4.038 -0.151 -2.940 -0.16
F 4.840 0.956 -1.073 -0.18
F 4.264 2.158 -2.946 -0.21
F 2.874 2.175 -0.997 -0.17
F 2.289 1.230 -2.983 -0.12
F 2.694 -0.216 -1.157 -0.20
P 5.463 -0.459 4.404 0.13
F 6.194 0.820 5.079 -0.17
F 5.900 -1.251 5.804 -0.21
F 4.000 -0.133 5.063 -0.18
F 4.865 -1.808 3.787 -0.17
F 5.041 0.476 3.128 -0.18
F 6.815 -0.822 3.713 -0.15
P 1.954 5.235 2.028 0.21
F 1.952 4.469 0.596 -0.20
F 3.172 6.135 1.450 -0.18
F 1.004 6.173 1.247 -0.15
F 1.922 6.218 3.369 -0.17
F 0.620 4.322 2.441 -0.19
F 2.944 4.100 2.750 -0.17
P -1.643 -2.049 -2.863 0.25
F -2.158 -0.675 -2.188 -0.19
F -3.200 -2.334 -3.451 -0.21
F -1.221 -1.261 -4.214 -0.16
F -0.999 -3.492 -3.390 -0.19
F -0.157 -1.845 -2.301 -0.16
F -2.214 -2.674 -1.433 -0.21
P -3.585 2.840 1.981 0.21
F -4.216 4.314 2.201 -0.15
F -3.744 2.436 3.605 -0.20
F -4.943 1.929 1.670 -0.21
F -2.694 1.500 1.781 -0.19
F -3.530 3.216 0.418 -0.18
F -2.169 3.521 2.270 -0.15

148
Properties=species:S:1:pos:R:3:lowdin_charge:R:1 method="wB97M-V/def2-TZVPD" charge=-1 e_homo_ha=-0.1651 energy_ev=-208839.05966 homo_lumo_gap_ha=0.0988 spin_multiplicity=1
O 0.919 -1.046 5.474 -0.40
V 2.150 -1.128 4.382 1.13
O 2.786 -2.605 4.499 -0.38
C 7.104 3.313 3.299 -0.13
C 6.755 3.059 4.773 -0.49
O 5.542 2.446 5.026 -0.26
H 6.804 2.463 2.687 0.06
H 8.164 3.546 3.206 0.05
H 6.661 4.220 2.886 0.05
H 6.795 4.019 5.288 0.09
H 7.608 2.450 5.075 0.08
C -0.028 0.195 -0.879 -0.48
O -0.950 0.344 0.163 -0.08
O 1.148 -0.083 -0.168 -0.24
C -0.398 -0.848 -2.012 -0.55
F 0.499 -1.456 -2.727 0.17
F -1.344 -1.771 -1.594 0.08
F -1.005 -0.119 -2.973 0.08
C -1.988 1.249 -0.261 -0.29
C -2.887 1.359 0.954 -0.10
H -2.320 1.417 1.883 0.08
H -3.596 2.183 0.873 0.07
H -3.319 0.366 0.831 0.07
H -2.662 1.061 -1.096 0.12
H -1.601 2.267 -0.302 0.11
H 0.206 1.095 -1.447 0.14
C 9.763 5.944 -5.144 -0.01
C 8.630 4.985 -5.376 -0.57
O 8.018 4.949 -6.438 0.03
N 8.555 4.099 -4.372 0.01
C 7.646 2.959 -4.209 -0.06
H 10.231 5.661 -4.201 0.07
H 9.271 6.898 -4.952 0.09
H 10.431 6.003 -6.003 0.09
H 9.130 4.232 -3.553 0.12
H 6.623 2.998 -4.586 0.08
H 7.590 2.700 -3.152 0.08
H 7.991 2.031 -4.664 0.08
C -1.175 -9.138 -4.818 -0.07
O -2.242 -8.617 -3.970 -0.25
P -3.093 -9.597 -3.004 0.49
O -3.640 -10.849 -3.595 -0.26
O -2.089 -9.890 -1.723 -0.22
C -1.056 -9.000 -1.397 -0.16
O -4.193 -8.595 -2.291 -0.23
C -5.573 -9.005 -2.229 -0.11
H -0.365 -8.419 -4.693 0.10
H -1.515 -9.316 -5.838 0.09
H -0.959 -10.165 -4.523 0.08
H -1.239 -7.934 -1.527 0.10
H -0.024 -9.235 -1.655 0.09
H -0.915 -9.064 -0.318 0.08
H -5.765 -9.034 -1.156 0.08
H -5.927 -9.958 -2.624 0.09
H -6.137 -8.114 -2.505 0.08
C 1.982 -0.065 -15.078 -0.13
O 1.898 0.624 -13.870 -0.21
P 1.469 -0.131 -12.493 0.47
O 0.384 -1.118 -12.612 -0.22
O 2.844 -0.699 -11.870 -0.21
C 2.766 -1.110 -10.575 -0.16
O 1.225 1.079 -11.429 -0.23
C 0.012 1.691 -11.348 -0.14
H 2.833 0.275 -15.668 0.09
H 1.094 0.126 -15.680 0.09
H 2.029 -1.137 -14.883 0.09
H 1.750 -1.212 -10.192 0.09
H 3.254 -0.365 -9.946 0.10
H 3.326 -2.043 -10.524 0.10
H -0.028 2.664 -10.858 0.10
H -0.714 0.948 -11.018 0.10
H -0.088 1.981 -12.394 0.08
C -5.351 1.443 10.752 -0.10
O -5.631 2.674 11.492 -0.26
P -6.938 2.641 12.520 0.60
O -7.306 1.199 12.787 -0.28
O -6.319 3.590 13.746 -0.24
C -7.118 3.852 14.893 -0.12
O -8.066 3.631 11.723 -0.26
C -8.236 3.565 10.296 -0.10
H -4.961 1.636 9.753 0.09
H -6.202 0.761 10.758 0.07
H -4.520 0.938 11.244 0.08
H -8.134 4.085 14.574 0.08
H -6.846 4.739 15.465 0.09
H -7.164 2.883 15.391 0.09
H -9.206 3.192 9.968 0.09
H -7.567 2.840 9.832 0.07
H -8.033 4.574 9.939 0.09
C 9.238 -4.498 -2.325 -0.15
O 10.386 -3.794 -2.648 -0.22
P 11.232 -4.160 -4.026 0.51
O 12.436 -3.225 -4.335 -0.29
O 11.464 -5.766 -3.971 -0.24
C 12.837 -6.238 -3.692 -0.08
O 10.118 -4.118 -5.162 -0.24
C 10.381 -4.680 -6.457 -0.08
H 8.546 -3.832 -1.811 0.10
H 9.490 -5.327 -1.663 0.09
H 8.766 -4.934 -3.206 0.08
H 13.261 -6.639 -4.613 0.09
H 12.777 -6.940 -2.861 0.08
H 13.572 -5.555 -3.266 0.08
H 11.363 -5.151 -6.498 0.08
H 10.250 -4.074 -7.353 0.09
H 9.629 -5.469 -6.482 0.09
C -0.922 6.304 6.679 -0.10
O -1.869 6.311 7.749 -0.24
P -1.714 7.403 8.947 0.47
O -1.733 8.757 8.388 -0.23
O -2.925 7.114 9.962 -0.22
C -3.624 8.085 10.743 -0.09
O -0.351 6.858 9.745 -0.21
C -0.385 5.554 10.242 -0.16
H -0.565 5.274 6.658 0.09
H -0.090 7.004 6.755 0.09
H -1.401 6.580 5.740 0.09
H -3.678 9.116 10.395 0.08
H -3.076 8.157 11.682 0.09
H -4.675 7.813 10.843 0.09
H -0.043 5.415 11.267 0.09
H 0.017 4.795 9.572 0.09
H -1.366 5.080 10.233 0.08
C -8.470 -2.969 -0.224 -0.10
O -9.842 -3.075 0.037 -0.24
P -10.500 -3.050 1.529 0.51
O -10.014 -1.988 2.435 -0.23
O -12.131 -3.214 1.358 -0.22
C -12.784 -4.225 0.629 -0.13
O -9.980 -4.508 2.094 -0.25
C -10.062 -4.860 3.428 -0.14
H -7.968 -3.332 0.673 0.09
H -8.291 -1.945 -0.553 0.10
H -8.206 -3.654 -1.029 0.09
H -13.420 -4.734 1.354 0.08
H -12.192 -4.962 0.085 0.10
H -13.592 -3.808 0.028 0.09
H -11.106 -4.937 3.733 0.08
H -9.591 -4.036 3.964 0.09
H -9.828 -5.888 3.706 0.09
Cl -0.345 7.408 -4.239 0.57
C 1.152 6.911 -4.956 -0.72
C 2.307 7.743 -4.392 -0.60
Cl 2.498 7.282 -2.618 0.49
H 0.921 6.969 -6.020 0.06
H 1.347 5.847 -4.825 0.07
H 2.027 8.783 -4.555 0.06
H 3.277 7.747 -4.891 0.07

136
Properties=species:S:1:pos:R:3:lowdin_charge:R:1 method="wB97M-V/def2-TZVPD" e_homo_ha="-0.3426 / -0.3426" energy_ev=-120962.53788 homo_lumo_gap_ha="0.3285 / 0.1951" spin_multiplicity=2 s2=0.75
C -0.227 -0.090 -0.019 -0.03
C 0.789 1.119 -0.008 -0.27
O 2.144 0.832 0.238 -0.01
H -0.156 -0.727 0.862 0.06
H 0.014 -0.796 -0.815 0.05
H -1.235 0.303 -0.149 0.07
H 0.414 1.922 0.627 0.11
H 0.613 1.556 -0.991 0.11
C -3.318 0.730 4.896 0.02
C -3.448 -0.310 3.771 -0.61
O -3.218 -1.468 4.072 0.04
N -3.898 0.110 2.649 0.02
C -4.200 -0.739 1.527 -0.05
H -3.355 0.183 5.838 0.09
H -3.931 1.629 4.831 0.08
H -2.304 1.066 4.677 0.05
H -4.301 1.035 2.598 0.15
H -5.243 -0.622 1.232 0.08
H -4.032 -1.803 1.692 0.07
H -3.480 -0.469 0.755 0.07
C 5.257 0.828 2.384 0.00
C 5.728 -0.069 1.280 -0.60
O 6.792 -0.670 1.338 0.05
N 4.926 -0.149 0.263 0.00
C 5.189 -0.936 -0.919 -0.05
H 4.238 1.178 2.222 0.05
H 5.955 1.664 2.359 0.09
H 5.317 0.439 3.401 0.09
H 4.026 0.307 0.218 0.07
H 6.212 -0.773 -1.257 0.09
H 4.497 -0.653 -1.714 0.09
H 5.111 -2.005 -0.721 0.08
C -0.060 -6.106 1.672 0.02
C -1.474 -5.602 1.278 -0.54
O -2.204 -6.361 0.647 0.00
N -1.918 -4.390 1.563 0.02
C -1.229 -3.346 2.256 -0.06
H 0.701 -5.514 1.164 0.06
H 0.081 -7.169 1.478 0.08
H 0.103 -5.883 2.727 0.08
H -2.834 -4.233 1.167 0.09
H -0.259 -3.168 1.791 0.06
H -1.081 -3.611 3.303 0.10
H -1.784 -2.410 2.194 0.06
C 1.405 -0.058 3.986 0.00
C 1.959 -1.380 3.574 -0.54
O 2.000 -2.310 4.393 0.03
N 2.321 -1.481 2.256 0.00
C 2.804 -2.677 1.649 -0.05
H 2.285 0.358 4.476 0.09
H 0.512 -0.184 4.599 0.09
H 1.230 0.705 3.228 0.05
H 2.240 -0.643 1.698 0.07
H 1.929 -3.216 1.286 0.06
H 3.418 -3.213 2.374 0.10
H 3.541 -2.360 0.911 0.07
C 4.793 3.516 -0.037 0.00
C 4.278 3.714 -1.459 -0.52
O 4.958 4.471 -2.183 0.02
N 3.148 3.098 -1.827 0.01
C 2.491 3.274 -3.076 -0.06
H 5.821 3.154 -0.057 0.09
H 4.198 2.770 0.490 0.04
H 4.680 4.421 0.560 0.08
H 2.769 2.392 -1.212 0.08
H 1.409 3.316 -2.944 0.07
H 2.861 2.453 -3.689 0.10
H 2.762 4.208 -3.568 0.07
C 1.388 5.060 0.468 -0.11
O 0.814 5.995 1.345 -0.21
P -0.416 5.577 2.337 0.53
O -1.716 5.514 1.585 -0.24
O -0.305 6.729 3.487 -0.21
C 0.510 6.740 4.613 -0.12
O 0.045 4.225 3.134 -0.23
C -0.857 3.199 3.450 -0.14
H 2.396 5.008 0.880 0.09
H 1.392 5.404 -0.566 0.09
H 0.826 4.126 0.471 0.06
H -0.022 6.987 5.532 0.10
H 1.415 7.320 4.428 0.09
H 0.980 5.764 4.733 0.08
H -0.681 2.300 2.860 0.07
H -1.925 3.373 3.324 0.08
H -0.782 2.956 4.510 0.09
C 0.658 -3.338 -1.764 -0.13
O 0.828 -4.747 -1.699 -0.24
P 1.004 -5.552 -3.131 0.51
O 1.657 -4.800 -4.233 -0.24
O 1.835 -6.875 -2.631 -0.21
C 1.412 -7.691 -1.555 -0.12
O -0.474 -6.104 -3.549 -0.21
C -1.598 -6.026 -2.694 -0.12
H 1.544 -2.806 -1.418 0.08
H -0.097 -3.149 -1.001 0.07
H 0.310 -2.883 -2.691 0.08
H 0.374 -7.612 -1.231 0.07
H 1.980 -7.385 -0.677 0.09
H 1.550 -8.767 -1.664 0.09
H -2.329 -5.705 -3.436 0.10
H -1.509 -5.307 -1.880 0.07
H -1.851 -7.003 -2.282 0.09
C -1.279 5.166 -6.010 -0.16
O -1.678 6.075 -5.046 -0.21
P -0.897 6.032 -3.587 0.55
O -0.976 7.265 -2.718 -0.25
O 0.661 5.697 -3.999 -0.29
C 1.523 6.761 -4.390 -0.09
O -1.458 4.649 -2.921 -0.22
C -1.373 4.437 -1.491 -0.09
H -0.468 4.488 -5.747 0.08
H -1.036 5.677 -6.942 0.10
H -2.107 4.475 -6.170 0.09
H 1.226 7.614 -3.779 0.08
H 1.640 7.041 -5.436 0.10
H 2.488 6.445 -3.994 0.08
H -2.323 4.060 -1.115 0.09
H -1.124 5.329 -0.917 0.07
H -0.706 3.586 -1.355 0.06
C -2.652 -1.465 -2.663 -0.09
O -3.451 -2.648 -2.853 -0.21
P -4.424 -3.215 -1.650 0.52
O -3.726 -3.398 -0.348 -0.24
O -5.710 -2.168 -1.623 -0.22
C -6.661 -2.303 -0.651 -0.16
O -5.048 -4.546 -2.269 -0.20
C -4.917 -5.788 -1.601 -0.10
H -2.810 -0.895 -1.747 0.07
H -2.670 -0.794 -3.521 0.10
H -1.620 -1.811 -2.614 0.06
H -7.580 -2.531 -1.190 0.10
H -6.758 -1.350 -0.130 0.08
H -6.510 -3.093 0.085 0.10
H -3.925 -5.956 -1.182 0.06
H -4.973 -6.574 -2.354 0.09
H -5.760 -5.943 -0.928 0.10